Entry 1:
Entry from the OMol25 dataset: a 2-piece molecular cluster, C3H8S2 overall at a distorted geometry (ωB97M-V with the def2-TZVPD basis set).

Element x y z (Å)
C 3.147 -0.680 -0.281
C 2.529 0.073 -1.191
H 3.893 -0.160 0.313
H 3.061 -1.760 -0.319
H 2.822 1.127 -1.208
H 1.706 -0.132 -1.869
C -2.141 -1.304 0.108
S -1.642 0.382 -0.334
S -0.080 0.728 0.996
H -3.015 -1.557 -0.491
H -1.363 -2.065 0.026
H -2.348 -1.180 1.171
H 1.184 0.721 0.559

Results
- LUMO: 0.5 eV
- Structure (SMILES): C=C.CSS
- ΔE to the lowest compared entry with this formula, charge and spin: 1.832 eV
- Highest occupied orbital energy: -8.83 eV

=====

Entry 2:
Entry from the OMol25 dataset: C39H42KN9OSSe as an isolated structure (ωB97M-V with the def2-TZVPD basis set).

Element x y z (Å)
K 0.120 0.480 -1.178
C -2.739 -1.808 7.157
C -2.843 -0.329 6.905
C -3.239 0.540 7.911
C -3.342 1.907 7.695
C -3.021 2.417 6.447
C -2.612 1.572 5.428
C -2.533 0.190 5.634
N -2.145 -0.699 4.643
C -1.822 -0.427 3.279
N -2.772 0.327 2.693
C -3.000 0.960 1.415
C -2.080 0.967 0.355
C -2.527 1.745 -0.734
C -3.737 2.422 -0.789
C -4.609 2.336 0.280
C -4.253 1.606 1.404
C -5.227 1.526 2.559
N -0.772 -0.968 2.794
C 0.063 -1.640 3.673
C 1.000 -0.954 4.452
C 1.805 -1.628 5.356
C 1.667 -2.998 5.525
C 0.735 -3.686 4.757
C -0.053 -3.037 3.819
C -1.023 -3.772 2.939
H -3.086 -2.051 8.160
H -1.706 -2.159 7.065
H -3.340 -2.372 6.438
H -3.473 0.134 8.889
H -3.660 2.565 8.494
H -3.074 3.482 6.261
H -2.328 1.984 4.469
H -1.672 -1.525 4.976
H -3.541 0.481 3.321
H -1.892 1.854 -1.612
H -4.008 3.011 -1.660
H -5.570 2.841 0.249
H -6.139 2.069 2.309
H -4.825 1.968 3.478
H -5.510 0.491 2.781
H 1.081 0.119 4.326
H 2.532 -1.080 5.944
H 2.281 -3.525 6.247
H 0.625 -4.759 4.885
H -0.950 -4.852 3.080
H -0.808 -3.529 1.896
H -2.054 -3.462 3.130
C 5.564 -1.951 2.089
N 4.930 -3.182 1.713
C 5.453 -4.473 2.100
C 4.370 -5.452 1.615
N 3.514 -4.600 0.812
C 3.765 -3.271 1.015
S 2.840 -2.030 0.477
H 6.622 -1.966 1.812
H 5.474 -1.773 3.166
H 5.064 -1.145 1.555
H 5.594 -4.524 3.184
H 6.419 -4.666 1.620
H 3.835 -5.901 2.459
H 4.791 -6.258 1.011
H 2.583 -4.873 0.558
C 3.612 1.715 0.366
C 3.078 1.921 1.788
C 1.580 2.062 1.535
O 1.463 2.751 0.298
C 2.628 2.511 -0.499
H 3.568 0.659 0.100
H 4.638 2.060 0.236
H 3.483 2.837 2.227
H 3.303 1.078 2.444
H 1.064 2.654 2.293
H 1.101 1.078 1.480
H 3.034 3.483 -0.795
H 2.369 1.965 -1.407
Se 0.396 1.367 -4.208
C -0.905 2.525 -4.907
C -0.806 3.920 -4.789
C -1.764 4.727 -5.370
N -2.821 4.279 -6.055
C -2.923 2.950 -6.153
C -2.023 2.052 -5.611
H 0.028 4.348 -4.248
H -1.692 5.810 -5.292
H -3.787 2.594 -6.710
H -2.164 0.986 -5.728
N 2.258 -0.573 -2.163
C 3.069 -0.694 -2.981
C 4.116 -0.860 -3.893
C 5.136 0.103 -3.990
N 6.003 0.867 -4.066
C 4.211 -2.022 -4.679
N 4.320 -2.982 -5.317

Results
- LUMO: 3.4 eV
- Total charge: -2
- ΔE to the lowest compared entry with this formula, charge and spin: 1.550 eV
- Highest occupied orbital energy: -1.68 eV

=====

Entry 3:
Entry from the OMol25 dataset: C4H3F3S as an isolated structure at a distorted geometry (ωB97M-V with the def2-TZVPD basis set).

Element x y z (Å)
C -0.631 1.166 -0.384
C 0.628 1.324 0.401
C 1.050 -0.038 0.069
C -0.386 -0.317 -0.240
H -0.579 1.548 -1.450
H 0.134 1.487 1.328
H 1.293 2.084 -0.026
F -1.775 1.618 0.316
F 1.967 0.084 -0.967
F 1.635 -0.858 0.992
S -1.328 -1.596 -0.124

Results
- LUMO: -1.3 eV
- ΔE to the lowest compared entry with this formula, charge and spin: 0.371 eV
- Highest occupied orbital energy: -9.57 eV

=====

Entry 4:
Entry from the OMol25 dataset: C5H14NO as an isolated structure at a distorted geometry (ωB97M-V with the def2-TZVPD basis set).

Element x y z (Å)
C -1.802 -0.207 1.255
C 1.822 0.382 -0.151
C 0.464 -1.445 -0.666
C -0.156 0.835 -1.270
C -0.326 0.192 1.366
N 0.425 -0.007 -0.324
O 0.053 1.374 1.646
H -2.070 -0.779 2.181
H -1.803 -0.865 0.391
H -2.601 0.601 1.289
H 2.204 0.707 -1.098
H 2.116 1.087 0.759
H 2.352 -0.490 0.118
H 0.440 -2.052 0.270
H -0.442 -1.864 -1.132
H 1.345 -1.542 -1.397
H 0.004 1.886 -0.976
H 0.112 0.735 -2.381
H -1.243 0.993 -1.238
H 0.247 -0.636 1.887
H -0.227 2.161 1.198

Results
- LUMO: -2.9 eV
- Total charge: +1
- ΔE to the lowest compared entry with this formula, charge and spin: 3.317 eV
- Highest occupied orbital energy: -15.40 eV

=====

Entry 5:
Entry from the OMol25 dataset: C5H6FeLiO4 as an isolated structure at a distorted geometry (ωB97M-V with the def2-TZVPD basis set).

Element x y z (Å)
O 2.506 1.583 1.348
C 2.114 0.835 0.419
O 2.510 0.941 -0.766
O 1.279 -0.161 0.779
C 0.547 -0.846 -0.236
Li 3.555 2.459 -0.058
H 0.307 -1.827 0.194
H 1.249 -1.097 -1.040
C -0.754 -0.072 -1.548
C -1.001 0.028 -0.178
H -0.136 0.678 -2.048
H -1.412 -0.745 -2.114
Fe -1.527 0.030 2.803
O -2.056 -1.242 1.598
C -2.195 -0.481 0.473
H -2.926 -0.920 -0.228
H -2.062 0.838 0.601

Results
- LUMO (alpha / beta): -6.1 / -6.3 eV
- Total charge: +1
- Spin multiplicity: 5
- Highest occupied orbital energy (alpha / beta): -11.28 / -11.26 eV

=====

Entry 6:
Entry from the OMol25 dataset: C22H34FeN5SSi4Te as an isolated structure at a distorted geometry (ωB97M-V with the def2-TZVPD basis set).

Element x y z (Å)
Fe -15.698 7.813 -9.993
S -20.573 11.711 -6.492
N -19.074 12.116 -7.071
C -18.564 11.076 -7.676
C -17.318 11.086 -8.449
C -16.418 12.090 -8.642
C -15.127 11.835 -9.132
C -14.923 10.594 -9.637
N -15.756 9.592 -9.539
C -16.957 9.781 -8.876
C -17.905 8.646 -8.851
N -17.493 7.502 -9.461
C -18.335 6.457 -9.653
C -19.608 6.502 -9.131
C -20.038 7.608 -8.451
C -19.165 8.705 -8.290
C -19.428 9.919 -7.551
N -20.624 10.146 -6.971
H -16.691 13.115 -8.352
H -14.417 12.653 -9.241
H -13.968 10.347 -10.017
H -17.948 5.575 -10.163
H -20.290 5.626 -9.218
H -21.079 7.704 -8.058
N -15.598 7.041 -12.991
C -15.657 7.400 -11.879
H -15.799 6.937 -13.949
C -10.009 4.839 -7.923
Si -11.514 4.048 -7.053
C -11.443 4.565 -5.280
C -11.531 2.179 -7.260
Si -13.468 4.644 -8.239
Te -13.864 7.110 -7.874
Si -15.365 3.952 -6.862
C -14.860 2.803 -5.477
C -16.583 3.031 -8.027
C -16.233 5.470 -6.208
Si -13.366 4.120 -10.601
C -12.271 2.697 -10.892
C -12.646 5.551 -11.594
C -15.114 3.677 -11.257
H -9.154 4.471 -7.353
H -10.105 5.919 -7.784
H -9.803 4.649 -8.974
H -10.715 5.370 -5.135
H -11.119 3.713 -4.638
H -12.440 4.920 -4.966
H -10.497 1.909 -7.224
H -11.959 1.859 -8.190
H -12.049 1.709 -6.382
H -14.118 2.113 -5.778
H -15.711 2.205 -5.204
H -14.403 3.279 -4.634
H -16.148 2.181 -8.577
H -17.039 3.752 -8.766
H -17.348 2.631 -7.337
H -17.054 5.215 -5.547
H -16.698 6.052 -7.020
H -15.603 6.190 -5.714
H -11.240 2.983 -10.814
H -12.370 2.412 -11.936
H -12.535 1.830 -10.269
H -11.593 5.336 -11.862
H -12.719 6.519 -11.054
H -13.183 5.696 -12.575
H -15.517 2.773 -10.796
H -14.859 3.472 -12.314
H -15.782 4.516 -11.141

Results
- LUMO (alpha / beta): -3.6 / -4.5 eV
- Total charge: +1
- Spin multiplicity: 5
- Highest occupied orbital energy (alpha / beta): -10.16 / -9.64 eV

=====

Entry 7:
Entry from the OMol25 dataset: C22H20N5NaOS2 as an isolated structure at a distorted geometry (ωB97M-V with the def2-TZVPD basis set).

Element x y z (Å)
Na 0.198 -0.423 -0.302
C -2.446 3.323 -0.022
C -1.601 2.149 -0.452
N -0.900 1.392 0.321
N -0.826 1.556 1.651
C -0.152 0.549 2.226
O 0.281 -0.468 1.638
C 0.053 0.647 3.698
C -0.535 1.621 4.498
C -0.322 1.610 5.866
C 0.476 0.636 6.446
C 1.072 -0.331 5.654
C 0.860 -0.324 4.291
C -1.536 1.783 -1.858
C -2.211 2.494 -2.866
C -2.111 2.071 -4.176
C -1.341 0.951 -4.466
C -0.709 0.314 -3.409
N -0.798 0.703 -2.157
H -2.373 3.426 1.058
H -3.488 3.180 -0.302
H -2.102 4.243 -0.494
H -1.157 2.372 4.037
H -0.785 2.363 6.489
H 0.632 0.628 7.515
H 1.697 -1.091 6.103
H 1.309 -1.074 3.657
H -2.803 3.361 -2.620
H -2.625 2.603 -4.966
H -1.234 0.584 -5.475
H -0.097 -0.561 -3.574
C 3.365 1.165 -1.301
C 3.244 -0.273 -1.613
N 2.176 -0.957 -1.455
C 2.303 -2.265 -1.814
C 3.550 -2.591 -2.276
S 4.580 -1.216 -2.254
C 1.144 -3.117 -1.648
C 1.026 -4.461 -1.877
S -0.554 -5.004 -1.476
C -0.964 -3.362 -1.021
N 0.004 -2.540 -1.176
C -2.291 -2.979 -0.496
H 2.411 1.510 -0.908
H 3.613 1.735 -2.196
H 4.148 1.335 -0.562
H 3.918 -3.537 -2.619
H 1.754 -5.156 -2.244
H -2.986 -3.815 -0.477
H -2.700 -2.178 -1.111
H -2.164 -2.585 0.512

Results
- LUMO: 0.2 eV
- Highest occupied orbital energy: -7.03 eV

=====

Entry 8:
Entry from the OMol25 dataset: a 2-piece molecular cluster, C5H11NO overall (ωB97M-V with the def2-TZVPD basis set).

Element x y z (Å)
C 1.550 1.053 1.216
C 0.381 0.818 0.304
C -0.096 -0.370 -0.098
C 0.486 -1.713 0.274
N -1.306 -0.460 -0.833
C -1.361 -0.001 -2.014
O -0.374 0.559 -2.733
H 2.192 0.172 1.315
H 2.170 1.880 0.851
H 1.206 1.334 2.220
H -0.189 1.703 0.020
H 1.304 -1.998 -0.398
H 0.870 -1.724 1.297
H -0.293 -2.475 0.190
H -2.290 -0.042 -2.580
H 0.413 0.600 -2.159
H -2.238 0.485 1.889
H -2.424 0.178 1.237

Results
- LUMO: 0.9 eV
- Structure (SMILES): C/C=C(C)/N=C\O.[H][H]
- ΔE to the lowest compared entry with this formula, charge and spin: 2.281 eV
- Highest occupied orbital energy: -8.72 eV

=====

no.,E (eV)
1,-24909.5653
2,-149090.6401
3,-23182.2282
4,-8940.6909
5,-48051.1012
6,-114838.1867
7,-58725.1674
8,-8899.4162